# 1
12
Properties=species:S:1:pos:R:3:forces:R:3:lowdin_charge:R:1 method="wB97M-V/def2-TZVPD" e_homo_ev=-8.47 charge=0 multiplicity=1 smiles="C#C[C@@H]1C=PSC1" gap_ev=8.7092 e_above_lowest_kj_mol=40.2
C 1.66930 0.68044 1.66750 -0.1 -0.2 -0.4 0.14
C 1.08503 0.37829 0.66807 0.2 0.1 0.3 -0.14
C -0.72435 1.12217 -0.70734 -1.0 0.0 0.1 -0.49
C -0.39288 -1.30365 -0.36218 -0.4 -0.2 0.0 -0.50
C 0.31018 0.04455 -0.51895 0.0 -0.1 -0.1 -0.49
P -2.29264 0.91003 -0.16467 0.8 0.0 -0.3 0.65
S -2.02618 -1.07727 0.44444 0.1 -0.1 0.1 0.47
H 2.20188 0.92615 2.53716 0.3 0.2 0.5 0.02
H -0.41040 2.06964 -1.11347 0.0 0.2 -0.1 0.04
H -0.58299 -1.76175 -1.33348 0.1 0.1 0.0 0.07
H 0.17305 -1.99155 0.26230 0.1 0.0 -0.1 0.07
H 0.99000 0.00294 -1.37940 -0.1 0.0 0.1 0.14

---

# 2
88
Properties=species:S:1:pos:R:3:forces:R:3:lowdin_charge:R:1 method="wB97M-V/def2-TZVPD" s2=6.05 e_homo_ev="-10.66 / -11.12" charge=+1 multiplicity=5 gap_ev="5.8931 / 5.6960" e_above_lowest_kj_mol=123.8
Co 0.23664 -1.85502 1.84682 -0.7 0.2 -0.1 0.80
C -0.54333 1.26825 -4.62959 1.4 0.2 -1.4 -0.07
C -1.56916 0.20443 -4.40074 -0.6 -0.1 -1.0 -0.54
C -3.03192 0.80713 -4.47831 0.4 -2.3 -1.6 0.01
C -1.40876 -0.88841 -5.50058 -1.2 0.8 0.4 0.00
C -1.33703 -0.45553 -3.10819 -1.6 -1.9 1.0 -0.12
C -0.39245 -0.16689 -2.20394 0.2 -0.4 1.3 0.04
C -0.43961 -0.77787 -0.87607 -0.4 -0.3 0.8 -0.07
N 0.22947 -0.46837 0.21807 -0.9 0.1 -1.8 0.09
C 1.21663 0.56382 0.30769 -0.2 -0.5 -1.0 -0.14
C 1.21357 1.78500 -0.31515 -1.2 -0.2 0.4 0.06
C 2.30874 2.69284 -0.13577 -2.0 0.2 -1.5 -0.11
C 3.25648 2.37356 0.78230 1.3 -1.5 0.8 0.02
C 3.33520 1.16528 1.45352 -0.1 0.3 1.2 0.00
C 2.28047 0.17856 1.20243 -0.2 1.2 0.8 -0.25
O 2.08225 -0.83722 1.90106 0.8 -1.0 0.3 -0.01
C 4.40837 0.94553 2.56700 0.3 1.6 -1.3 -0.52
C 5.34325 2.20105 2.68348 -0.2 -1.5 -0.3 -0.04
C 5.21402 -0.22884 2.04275 -0.9 -0.5 0.3 -0.03
C 3.83398 0.77337 3.94857 -1.5 -0.4 0.3 -0.03
C 2.41102 3.97821 -0.96214 -1.1 -2.0 -1.7 -0.55
C 3.83251 4.12129 -1.48211 0.6 0.4 -0.2 -0.04
C 1.52182 3.85355 -2.26427 0.6 -1.3 1.1 -0.05
C 1.86944 5.14472 -0.17722 1.0 0.4 0.9 -0.03
C -1.47282 -1.98580 -0.65950 1.1 -0.1 -0.4 -0.18
O -1.29952 -2.70127 0.31647 0.3 0.6 0.1 0.06
C -2.46873 -2.29549 -1.71981 0.3 0.9 0.2 -0.06
C -2.33679 -1.57285 -2.85002 1.3 1.3 1.8 0.07
C -3.55976 -3.36613 -1.55741 0.4 1.1 -0.3 -0.57
C -2.93447 -4.70341 -1.79108 -0.7 -2.6 -0.5 -0.06
C -4.60134 -3.08348 -2.62843 0.5 -0.2 -0.9 -0.05
C -4.17683 -3.40189 -0.15052 -0.2 -1.8 -0.1 -0.03
H -0.62463 1.62620 -5.65728 -0.2 0.2 0.0 0.10
H 0.51232 0.90640 -4.59852 -0.7 0.0 0.3 0.11
H -0.61668 2.12253 -3.98603 -0.2 0.4 0.5 0.08
H -3.10276 1.48898 -5.32616 0.2 0.1 0.2 0.09
H -3.31455 1.27265 -3.57985 -0.5 0.7 1.1 0.07
H -3.74958 -0.03189 -4.74674 0.7 1.0 0.6 0.11
H -1.93076 -0.61603 -6.39714 -0.2 0.5 -0.6 0.09
H -1.81188 -1.85797 -5.26871 0.0 -0.4 0.5 0.08
H -0.38981 -0.95697 -5.71300 1.7 -0.5 -0.5 0.07
H 0.39606 0.53039 -2.36506 0.2 0.6 -0.3 0.09
H 0.22928 2.02972 -0.76483 1.2 0.3 -0.2 0.14
H 4.06968 3.03352 0.95206 0.3 0.7 0.1 0.09
H 5.87771 2.37945 1.75479 0.2 0.1 -0.1 0.09
H 6.06865 2.00417 3.47758 -0.1 0.1 -0.1 0.10
H 4.72806 3.03539 2.93643 -0.1 0.8 0.3 0.08
H 5.66312 0.07867 1.10434 0.1 -0.3 -0.3 0.09
H 4.46984 -1.04517 1.89805 1.1 0.1 0.0 0.09
H 6.00380 -0.49145 2.74197 0.0 -0.3 0.0 0.10
H 3.51720 1.68517 4.44084 0.0 0.6 -0.3 0.09
H 4.56975 0.37009 4.59970 0.8 -0.6 0.5 0.08
H 2.94312 0.14544 3.99608 0.2 -0.3 -0.1 0.08
H 4.27747 3.18573 -1.90383 -0.6 0.6 0.3 0.11
H 4.43807 4.41406 -0.61995 0.4 0.3 -0.5 0.08
H 3.83482 4.88842 -2.30167 0.3 -0.5 1.0 0.11
H 1.83245 3.04175 -2.95221 0.1 0.5 0.4 0.10
H 1.61861 4.79496 -2.72187 0.0 1.1 -1.0 0.07
H 0.48517 3.68715 -2.03768 -0.6 0.1 0.2 0.06
H 2.46638 5.35389 0.73208 0.0 -0.1 -0.5 0.10
H 0.88758 4.90239 0.19726 -0.6 0.2 -0.2 0.09
H 1.89129 6.03966 -0.79787 -0.3 0.1 0.1 0.10
H -3.05550 -1.70441 -3.59440 -0.6 -0.1 -1.1 0.06
H -2.38209 -4.87755 -2.74500 -0.4 0.6 0.6 0.11
H -3.79851 -5.46192 -1.81019 1.3 0.8 0.1 0.12
H -2.29037 -4.96256 -0.94722 0.1 -0.1 -0.2 0.08
H -4.16357 -3.15499 -3.63371 -0.1 -0.5 0.2 0.09
H -4.93501 -2.07060 -2.61872 -0.6 0.8 0.5 0.09
H -5.44384 -3.75068 -2.60533 -0.3 -0.3 0.2 0.09
H -3.48431 -4.00209 0.49338 -0.7 0.7 -0.2 0.09
H -5.14159 -4.00509 -0.23988 1.1 1.0 0.3 0.12
H -4.32857 -2.42509 0.28023 -0.3 0.3 0.1 0.08
C -3.25968 -2.88915 4.29962 -0.4 0.0 -0.8 -0.22
Ge -1.67945 -1.76839 4.50533 0.0 1.2 0.5 0.74
C -1.86432 0.01835 3.57886 -1.4 -0.5 -0.7 -0.22
C -1.61371 -1.08669 6.36502 -0.8 -0.8 -0.7 -0.22
C -0.14300 -2.55514 3.66898 0.3 -0.7 -0.9 -0.38
H -4.04716 -2.37582 4.85965 -0.1 -0.3 -0.1 0.02
H -3.12544 -3.90841 4.69992 0.0 0.5 -0.2 0.03
H -3.57456 -2.93916 3.22057 0.3 -0.1 1.0 0.02
H -2.85282 0.54716 3.55054 0.6 -0.7 0.4 0.04
H -1.68007 -0.19457 2.52798 0.1 0.1 -0.5 -0.04
H -1.13978 0.74913 3.87455 0.6 0.3 0.4 0.00
H -2.39740 -0.33991 6.28526 -0.4 0.0 0.4 0.01
H -0.74303 -0.53797 6.60055 1.2 0.4 0.2 0.00
H -1.82146 -1.80743 7.15334 -0.1 0.0 0.0 0.02
H -0.10392 -3.65176 3.78799 0.1 0.4 0.0 0.00
H 0.80809 -2.13073 3.97066 0.4 0.1 0.9 -0.03

---

# 3
36
Properties=species:S:1:pos:R:3:forces:R:3:lowdin_charge:R:1 method="wB97M-V/def2-TZVPD" e_homo_ev=-9.34 charge=0 multiplicity=1 smiles=CCO.CCO.CCO.CCO gap_ev=9.8875 e_above_lowest_kj_mol=625.0
C 0.67144 -1.16644 -1.11933 -2.1 -0.3 -0.4 -0.09
C -0.02656 0.01056 -0.37533 2.7 -0.5 -0.1 -0.36
O -1.25256 -0.37344 0.04067 -4.3 1.5 1.2 -0.15
H 0.21244 -1.87644 -1.86833 -0.5 1.9 0.1 0.11
H 1.05344 -1.92844 -0.55233 1.1 -1.6 2.6 0.02
H 1.49344 -0.66844 -1.47833 2.3 0.7 -1.6 0.00
H 0.00844 0.76656 -1.19833 -0.4 0.4 1.2 0.10
H 0.75844 0.26056 0.56467 -2.0 -0.1 -2.4 0.16
H -2.03156 0.37756 0.18967 3.4 -1.9 -0.6 0.13
C -4.25356 0.54656 -1.05233 4.4 -1.8 2.5 -0.10
C -4.17056 1.98356 -0.50433 2.9 -2.6 -1.3 -0.25
O -2.84556 1.93756 0.10867 -0.4 2.0 1.4 -0.14
H -5.18656 0.53956 -1.39033 -4.1 -1.2 -1.6 0.00
H -4.05956 -0.24644 -0.13933 -0.9 1.9 -2.3 0.14
H -3.51856 0.20256 -1.89033 -1.2 1.2 1.5 0.12
H -5.06156 2.17156 0.06767 0.2 0.5 0.8 0.11
H -4.06156 2.57456 -1.38433 -0.4 1.2 -0.4 0.10
H -2.56656 2.78056 0.56467 -0.7 -1.3 -0.8 0.13
C 4.61544 1.88956 -0.84733 1.3 1.8 -0.4 -0.06
C 3.78144 1.40656 -2.06033 -10.0 -0.7 15.3 -0.28
O 2.60944 2.17956 -2.14333 -1.1 0.5 -1.9 -0.07
H 5.73544 1.68656 -0.61833 -2.1 -0.6 -0.9 0.11
H 4.06444 1.98856 0.05067 -0.7 -0.9 1.1 0.05
H 4.64544 2.94056 -1.07033 0.5 1.1 -0.3 0.05
H 3.32944 0.47856 -1.71733 0.9 -1.0 -0.6 0.10
H 4.35644 1.32856 -2.68233 10.2 -1.2 -13.4 -0.02
H 1.96944 1.64156 -2.69233 1.0 1.1 0.9 0.11
C 0.51844 -2.15544 3.46067 -4.7 1.2 -3.5 -0.07
C -0.23656 -3.32044 2.57367 1.1 2.4 0.6 -0.28
O -1.38356 -2.71944 1.96567 2.5 1.6 -1.9 -0.15
H 1.05844 -1.39644 2.81967 -1.0 -0.7 0.3 0.07
H 1.20144 -2.45644 4.11667 2.6 -1.7 2.9 -0.01
H -0.39656 -1.68644 3.96267 1.6 -0.2 -0.4 0.09
H -0.67056 -4.07644 3.25267 1.0 -0.2 -0.6 0.11
H 0.49344 -3.51244 1.73367 -0.7 -1.2 1.2 0.11
H -0.85456 -2.10844 1.31267 -2.7 -1.0 1.3 0.09

---

# 4
48
Properties=species:S:1:pos:R:3:forces:R:3:lowdin_charge:R:1 method="wB97M-V/def2-TZVPD" e_homo_ev=-6.44 charge=-1 multiplicity=1 gap_ev=9.1137 e_above_lowest_kj_mol=224.7
O 1.70551 0.15562 -2.66850 1.2 0.5 -3.8 0.05
C 1.34606 0.11036 -1.55181 -3.3 -2.4 2.0 -0.40
N 0.14710 -0.51458 -1.17481 0.0 1.2 0.9 0.08
C -0.38052 -0.46280 0.26326 3.2 2.3 -0.2 -0.32
O 0.07030 -1.47641 1.04993 -0.8 -0.5 -0.5 -0.27
H 1.97768 0.44049 -0.78213 0.5 0.6 1.7 0.07
H -0.52868 -0.78895 -1.93297 1.5 0.4 1.3 0.10
H -1.40802 -0.32789 0.12850 -1.8 -0.4 0.0 0.06
H -0.08161 0.52744 0.82540 -0.1 -1.2 -1.6 0.12
H 0.45552 3.37552 1.66904 0.8 0.3 0.2 0.03
H -0.68653 3.20815 0.66617 0.2 -0.7 2.0 0.09
O -0.43126 3.03079 1.65621 -1.0 0.5 -2.6 -0.09
H -0.83190 1.58220 2.46613 -0.5 -0.8 1.5 0.03
H -1.25864 1.25728 3.97417 -0.3 1.1 1.4 0.02
O -1.08788 0.86907 3.14748 0.7 -0.1 -2.5 -0.07
H -2.97163 -1.42068 -0.91342 0.7 -1.4 -2.5 0.06
H -2.06428 -2.51543 -1.57050 2.4 -3.1 1.2 -0.03
O -2.57790 -1.81533 -1.81976 -3.3 3.9 1.3 -0.08
H 0.69825 2.46188 -2.95547 -1.3 0.1 -1.0 0.08
H -0.34978 1.43803 -3.23242 -0.6 -0.3 -0.4 -0.02
O -0.18489 2.37062 -3.42584 2.5 0.5 0.3 -0.11
H -0.31168 -2.61126 0.23009 0.8 -2.3 -0.4 0.03
H -0.83024 -4.21449 0.18053 0.5 0.6 -0.3 0.01
O -0.22654 -3.59739 -0.28142 -1.2 1.0 0.7 -0.19
H -4.11457 -0.97549 1.16426 -2.0 0.3 1.6 0.04
H -2.66545 -1.36688 1.08415 -0.7 0.1 0.1 0.05
O -3.44492 -1.07707 0.54272 2.5 -0.4 -0.8 -0.03
H -1.04708 3.18634 -2.05819 0.1 -2.5 0.3 0.06
H -1.25136 1.77852 -1.00059 0.6 -0.5 -1.4 0.01
O -1.28760 2.69798 -1.23499 -1.1 2.9 2.4 -0.08
H 3.07352 2.59914 0.01260 -1.6 -0.1 0.1 0.05
H 1.59388 2.20501 0.42221 0.3 -0.3 -0.1 -0.01
O 2.11699 2.89291 -0.00206 1.2 0.2 0.0 -0.08
H 3.50505 0.37095 0.85731 2.9 1.2 -2.3 0.06
H 4.13849 0.04701 -0.58053 0.0 0.4 0.5 0.03
O 4.24805 0.69690 0.14208 -2.7 -1.2 1.8 -0.14
H -1.58152 -0.86349 3.02532 0.2 1.0 0.3 -0.03
H -1.01548 -1.98081 2.24530 0.5 0.0 -0.2 -0.01
O -1.74785 -1.78501 2.85147 -1.1 -1.1 0.0 -0.09
H -2.04581 -0.33931 -2.65459 -1.3 -0.3 1.5 -0.04
H -1.48278 -0.91072 -3.84134 -0.2 2.5 0.4 0.12
O -1.65776 0.01479 -3.43181 1.2 -2.0 -2.7 -0.09
H 2.80523 -0.96290 1.90837 -0.1 -2.2 -1.9 -0.04
H 2.34389 -0.42932 3.18507 0.8 0.7 -0.8 0.09
O 3.00291 -0.24775 2.46726 -0.8 1.2 2.7 -0.06
H 1.47683 -1.78866 0.68789 0.5 -0.3 -0.8 -0.01
H 2.43861 -2.90617 -0.00168 -0.3 1.9 0.5 0.07
O 2.41029 -1.93831 0.26191 0.1 -1.6 0.2 -0.14

---

Copy entry 1 word for word.
12
Properties=species:S:1:pos:R:3:forces:R:3:lowdin_charge:R:1 method="wB97M-V/def2-TZVPD" e_homo_ev=-8.47 charge=0 multiplicity=1 smiles="C#C[C@@H]1C=PSC1" gap_ev=8.7092 e_above_lowest_kj_mol=40.2
C 1.66930 0.68044 1.66750 -0.1 -0.2 -0.4 0.14
C 1.08503 0.37829 0.66807 0.2 0.1 0.3 -0.14
C -0.72435 1.12217 -0.70734 -1.0 0.0 0.1 -0.49
C -0.39288 -1.30365 -0.36218 -0.4 -0.2 0.0 -0.50
C 0.31018 0.04455 -0.51895 0.0 -0.1 -0.1 -0.49
P -2.29264 0.91003 -0.16467 0.8 0.0 -0.3 0.65
S -2.02618 -1.07727 0.44444 0.1 -0.1 0.1 0.47
H 2.20188 0.92615 2.53716 0.3 0.2 0.5 0.02
H -0.41040 2.06964 -1.11347 0.0 0.2 -0.1 0.04
H -0.58299 -1.76175 -1.33348 0.1 0.1 0.0 0.07
H 0.17305 -1.99155 0.26230 0.1 0.0 -0.1 0.07
H 0.99000 0.00294 -1.37940 -0.1 0.0 0.1 0.14